Molecular formula: C21H30N2O9PS2V
Method: DFT, wB97M-V/def2-TZVPD

Geometry as XYZ:
```
66
Properties=species:S:1:pos:R:3:mulliken_spin:R:1
V -0.542 -0.235 0.004 1.1124
O -0.289 2.100 5.551 -0.0015
C -0.495 1.582 4.497 0.0003
C -1.049 2.296 3.237 0.0007
O -1.409 3.441 3.177 -0.0035
C -0.921 1.283 2.186 0.0079
C -0.424 0.108 2.657 0.0183
O -0.172 -0.819 1.748 -0.0531
C -0.142 0.127 4.096 -0.0006
O 0.306 -0.727 4.807 -0.0009
O -1.087 1.359 0.880 -0.0364
C -4.168 -0.820 -1.309 -0.0017
C -3.204 -1.590 -0.426 0.0007
C -3.084 -3.047 -0.826 -0.0027
C -3.509 -1.417 1.051 0.0025
O -1.876 -0.994 -0.668 -0.0131
H -3.890 -0.916 -2.359 0.0000
H -4.181 0.235 -1.034 -0.0004
H -5.174 -1.220 -1.182 -0.0007
H -4.042 -3.545 -0.672 -0.0003
H -2.334 -3.554 -0.217 -0.0002
H -2.815 -3.141 -1.878 0.0004
H -4.489 -1.840 1.271 0.0006
H -3.525 -0.359 1.319 -0.0003
H -2.768 -1.932 1.663 -0.0007
S 2.424 1.424 1.188 -0.0005
C 1.956 2.846 1.942 0.0007
N 2.092 3.108 3.233 0.0005
C 1.600 4.378 3.767 0.0000
C 1.081 5.206 2.578 0.0000
S 1.211 4.157 1.095 0.0000
H 2.534 2.423 3.829 0.0000
H 2.411 4.892 4.281 0.0001
H 0.801 4.183 4.483 0.0001
H 1.677 6.100 2.416 0.0000
H 0.039 5.481 2.716 0.0000
N 0.288 1.177 -1.310 -0.0201
C 0.526 0.850 -2.700 0.0013
C -0.561 0.656 -3.540 -0.0094
C -0.344 0.336 -4.871 0.0045
C 0.951 0.207 -5.355 -0.0013
C 2.031 0.407 -4.506 0.0017
C 1.823 0.732 -3.172 -0.0131
H 1.157 1.447 -0.820 0.0087
H -0.335 1.980 -1.221 0.0045
H -1.570 0.758 -3.155 0.0001
H -1.188 0.194 -5.533 0.0000
H 1.118 -0.039 -6.395 0.0000
H 3.041 0.321 -4.883 0.0001
H 2.659 0.897 -2.505 0.0004
C 0.450 -2.615 -2.836 0.0029
O 1.159 -2.891 -1.615 -0.0044
P 1.357 -1.845 -0.438 -0.0185
O 1.741 -2.792 0.759 0.0012
C 0.821 -3.769 1.287 0.0037
O 2.687 -1.044 -0.680 0.0052
C 4.008 -1.404 -0.202 -0.0009
H 0.256 -3.578 -3.297 0.0004
H 1.063 -2.003 -3.495 0.0015
H -0.493 -2.111 -2.627 0.0025
H 1.331 -4.243 2.119 -0.0002
H 0.589 -4.508 0.521 0.0000
H -0.079 -3.276 1.648 0.0010
H 4.631 -0.535 -0.384 0.0000
H 4.376 -2.264 -0.756 -0.0001
H 3.965 -1.620 0.862 0.0000
```

Computed properties:
total charge	+1
lowest unoccupied orbital energy (spin up / spin down)	-4.06 / -3.48	eV
multiplicity	2